Computed, not measured: 2 unconnected molecules or ions with the total composition C23H22F3N4O5, with wB97M-V/def2-TZVPD.

Geometry as XYZ:
```
57
Properties=species:S:1:pos:R:3:mulliken_charge:R:1
O 3.982 2.511 -1.225 -0.75
O -3.103 -2.324 6.739 -0.72
O -0.780 -3.355 1.576 -0.73
O -3.939 1.043 4.052 -0.71
O 0.586 -4.247 3.077 -0.80
F 2.204 3.963 -10.058 -0.25
F 1.586 1.909 -10.570 -0.27
F 3.734 2.391 -10.365 -0.24
N 1.624 0.489 -3.718 -0.56
C 3.220 1.856 -1.923 0.26
C -2.133 -1.590 6.865 0.82
C -0.208 -3.361 2.690 0.43
C -3.670 -0.071 4.490 0.10
C 2.425 1.440 -4.146 0.32
C 0.578 -1.197 -0.616 -0.33
C 1.364 -0.539 0.335 -0.23
C 0.674 -0.842 -1.964 -0.48
C 1.762 0.938 -6.511 -0.42
C 3.170 2.852 -6.107 -0.56
C 2.243 0.475 -0.061 -0.72
C 1.768 1.214 -7.880 -0.68
C 3.173 3.132 -7.479 -1.03
C 1.549 0.165 -2.369 0.01
C 2.461 1.748 -5.595 0.78
C 2.334 0.826 -1.418 0.62
C 2.470 2.321 -8.387 0.32
N 3.222 2.143 -3.257 -0.04
N -4.623 -0.894 4.939 -0.02
N -1.680 -0.757 5.928 -0.11
C -1.359 -1.593 8.161 -1.32
C 2.493 2.646 -9.872 0.86
C -6.057 -0.615 4.924 -0.99
C -0.461 -2.181 3.639 -0.27
C -1.933 -1.738 3.646 -0.68
C -2.201 -0.530 4.564 0.03
H -0.100 -1.989 -0.307 0.51
H 1.287 -0.836 1.376 0.35
H 0.069 -1.355 -2.703 0.44
H 1.201 0.076 -6.155 0.46
H 3.717 3.520 -5.450 0.25
H 2.856 0.981 0.681 0.44
H 1.213 0.554 -8.542 0.41
H 3.727 3.994 -7.843 0.36
H 3.915 2.796 -3.585 0.15
H -4.303 -1.757 5.370 0.26
H -0.851 -0.241 6.168 0.28
H -0.348 -1.945 7.968 0.33
H -1.335 -0.585 8.568 0.34
H -1.853 -2.263 8.864 0.34
H -6.480 -0.934 3.970 0.29
H -6.545 -1.155 5.736 0.34
H -6.228 0.456 5.049 0.33
H 0.158 -1.333 3.338 0.24
H -0.164 -2.467 4.651 0.14
H -2.232 -1.462 2.634 0.35
H -2.549 -2.579 3.969 0.27
H -1.630 0.295 4.139 0.44
```

Values from the calculation:
total charge	-1
orbital gap	0.2097	hartree
HOMO	-4.5190	eV
electronic energy	-1784.6671	a.u.

---

Computed, not measured: a molecular structure, C23H22IrN3S3, with wB97M-V/def2-TZVPD.

Geometry as XYZ:
```
52
Properties=species:S:1:pos:R:3:lowdin_spin:R:1
Ir 1.265 2.625 0.739 0.58
C -0.081 -4.072 0.322 0.00
C -1.125 -3.451 -0.564 0.00
C -1.981 -4.232 -1.332 0.00
C -2.941 -3.662 -2.154 0.00
C -3.072 -2.283 -2.210 0.00
C -2.242 -1.481 -1.443 0.00
C -1.267 -2.064 -0.641 0.00
N -0.417 -1.273 0.191 0.01
C 0.112 -0.063 -0.086 0.01
N 0.150 0.303 -1.379 0.00
C 0.520 1.515 -1.954 0.00
C 0.973 2.620 -1.214 0.00
C 1.286 3.804 -1.927 -0.01
C 1.127 3.885 -3.283 0.00
C 0.691 2.761 -3.993 -0.01
C 0.385 1.580 -3.360 0.00
C -0.074 0.380 -4.148 0.00
N 0.617 0.707 0.863 0.02
C 0.681 0.123 2.187 0.00
C 1.677 -0.818 2.425 0.00
C 1.822 -1.374 3.686 0.00
C 0.969 -0.975 4.704 0.00
C -0.029 -0.046 4.450 0.00
C -0.206 0.516 3.189 0.00
C -1.326 1.487 2.937 0.00
H -0.048 -5.149 0.173 0.00
H -0.296 -3.898 1.381 0.00
H 0.911 -3.669 0.112 0.00
H -1.885 -5.309 -1.286 0.00
H -3.593 -4.294 -2.742 0.00
H -3.828 -1.828 -2.835 0.00
H -2.385 -0.407 -1.437 0.00
H -0.236 -1.624 1.120 0.00
H -0.191 -0.397 -2.023 0.00
H 1.646 4.669 -1.389 0.00
H 1.345 4.806 -3.805 0.00
H 0.591 2.816 -5.070 0.00
H -0.084 0.614 -5.210 0.00
H -1.087 0.071 -3.875 0.00
H 0.595 -0.474 -4.011 0.00
H 2.351 -1.087 1.619 0.00
H 2.600 -2.102 3.871 0.00
H 1.082 -1.384 5.699 0.00
H -0.692 0.257 5.251 0.00
H -1.808 1.764 3.872 0.00
H -2.084 1.046 2.284 0.00
H -0.979 2.400 2.453 0.00
S 3.602 5.191 3.460 0.03
C 2.613 4.234 2.653 0.03
S 2.823 2.494 2.369 0.07
S 1.520 4.748 1.360 0.27
```

Values from the calculation:
relative energy (zero: lowest compared OMol25 entry of this formula, charge and spin)	19.0	kcal per mole
total charge	+1
orbital gap (spin up / spin down)	0.2204 / 0.2253	hartree
HOMO (spin up / spin down)	-11.5929 / -11.5744	eV
electronic energy	-2352.5959	a.u.
expectation value of S²	0.77
multiplicity	2

---

Computed, not measured: a molecular structure, C23H22IrN8O2S, with wB97M-V/def2-TZVPD.

Geometry as XYZ:
```
57
Properties=species:S:1:pos:R:3:lowdin_spin:R:1
Ir 0.458 0.221 0.666 -0.01
O 0.908 4.855 6.385 0.01
C 1.940 5.282 6.064 0.02
O 2.978 5.692 5.756 0.01
C 1.923 2.864 4.125 0.70
C 2.812 2.661 3.105 0.09
C 2.341 1.846 2.080 0.03
N 1.102 1.338 2.165 -0.02
C 0.243 1.580 3.168 0.03
C 0.646 2.384 4.228 0.09
C -1.103 0.991 2.954 0.01
C -2.166 1.197 3.812 0.00
C -3.413 0.681 3.487 0.00
C -3.564 -0.030 2.309 0.00
C -2.461 -0.215 1.494 0.00
N -1.260 0.278 1.805 0.00
C 3.045 1.484 0.825 0.01
C 4.322 1.907 0.522 0.00
C 4.887 1.548 -0.696 0.00
C 4.153 0.780 -1.579 0.00
C 2.877 0.382 -1.219 0.00
N 2.334 0.718 -0.048 0.00
H 3.797 3.106 3.092 0.01
H 0.004 2.631 5.063 0.01
H -2.031 1.769 4.719 0.00
H -4.257 0.846 4.143 0.00
H -4.522 -0.429 2.008 0.00
H -2.528 -0.742 0.553 0.00
H 4.877 2.517 1.221 0.00
H 5.885 1.877 -0.949 0.00
H 4.550 0.493 -2.542 0.00
H 2.252 -0.199 -1.884 0.00
C -1.861 -3.825 1.649 0.00
N -0.699 -3.095 2.168 0.00
C -0.844 -2.678 3.566 0.00
C 0.390 -2.858 1.439 0.00
S 1.451 -1.483 1.845 0.00
N 0.760 -3.678 0.464 0.00
C 1.663 -3.276 -0.610 0.00
C 0.466 -5.120 0.467 0.00
H -2.752 -3.311 2.005 0.00
H -1.899 -4.852 2.009 0.00
H -1.860 -3.814 0.563 0.00
H -1.035 -3.565 4.170 0.00
H -1.690 -2.004 3.667 0.00
H 0.059 -2.195 3.916 0.00
H 1.644 -2.202 -0.732 0.00
H 1.315 -3.746 -1.530 0.00
H 2.679 -3.609 -0.398 0.00
H 0.201 -5.445 1.467 0.00
H 1.381 -5.631 0.172 0.00
H -0.321 -5.382 -0.238 0.00
N -0.387 -0.338 -1.021 0.00
C -0.760 -0.903 -1.997 0.00
N -1.116 -1.451 -3.050 0.00
C -2.303 -2.049 -3.186 0.00
N -3.322 -2.568 -3.325 0.00
```

Values from the calculation:
relative energy (zero: lowest compared OMol25 entry of this formula, charge and spin)	0.0	kcal per mole
total charge	+2
orbital gap (spin up / spin down)	0.2456 / 0.2461	hartree
HOMO (spin up / spin down)	-14.2772 / -14.2717	eV
electronic energy	-1980.1610	a.u.
expectation value of S²	0.76
multiplicity	2

---

Computed, not measured: a molecular structure, C23H22LiN2O, with wB97M-V/def2-TZVPD.

Geometry as XYZ:
```
49
Properties=species:S:1:pos:R:3:mulliken_charge:R:1
C 1.678 -3.043 1.203 -0.98
N 2.789 -2.119 1.206 0.31
C 4.092 -2.594 1.200 -0.63
C 4.910 -1.518 1.211 -0.70
N 4.102 -0.391 1.228 0.24
C 4.672 0.936 1.241 -1.00
C 2.792 -0.755 1.230 0.11
C 1.654 0.182 1.216 0.07
C 0.267 -0.362 1.151 -1.03
C -0.464 -0.524 2.273 -0.13
C -1.765 -1.166 2.321 1.01
C -2.427 -1.389 3.556 -0.53
C -3.665 -2.021 3.597 -0.47
C -4.281 -2.437 2.405 -0.36
C -3.642 -2.224 1.178 -0.67
C -2.391 -1.608 1.134 -0.10
O 1.861 1.415 1.242 -1.00
H 0.725 -2.519 1.143 0.28
H 1.776 -3.714 0.340 0.38
H 1.701 -3.642 2.123 0.33
H 4.316 -3.644 1.187 0.41
H 5.983 -1.451 1.208 0.40
H 3.863 1.666 1.244 0.34
H 5.300 1.047 2.135 0.31
H 5.307 1.061 0.355 0.31
H -0.107 -0.496 0.132 0.42
H -0.052 -0.179 3.226 0.17
H -1.936 -1.058 4.473 0.34
H -4.160 -2.192 4.555 0.34
H -5.253 -2.928 2.435 0.34
H -4.114 -2.538 0.246 0.36
H -1.882 -1.468 0.179 0.21
C -3.285 2.770 -3.080 -0.91
Li -0.569 3.379 -1.781 0.82
C -3.443 1.720 -2.148 -0.65
C -2.222 1.002 -2.067 -0.27
C -1.271 1.623 -2.937 -0.24
C -1.934 2.758 -3.541 0.76
C -1.205 3.729 -4.240 -0.54
C 0.182 3.645 -4.251 -0.57
C 0.835 2.544 -3.680 -0.70
C 0.124 1.506 -3.072 -0.19
H -4.012 3.480 -3.479 0.38
H -4.375 1.473 -1.652 0.44
H -2.006 0.089 -1.522 0.29
H -1.753 4.512 -4.762 0.34
H 0.756 4.391 -4.800 0.34
H 1.911 2.449 -3.834 0.32
H 0.618 0.599 -2.731 0.28
```

Values from the calculation:
relative energy (zero: lowest compared OMol25 entry of this formula, charge and spin)	24.6	kcal per mole
total charge	-1
orbital gap	0.0939	hartree
HOMO	-0.4647	eV
electronic energy	-1081.8231	a.u.

---

What did the first record say?
Computed, not measured: 2 unconnected molecules or ions with the total composition C23H22F3N4O5, with wB97M-V/def2-TZVPD.

Geometry as XYZ:
```
57
Properties=species:S:1:pos:R:3:mulliken_charge:R:1
O 3.982 2.511 -1.225 -0.75
O -3.103 -2.324 6.739 -0.72
O -0.780 -3.355 1.576 -0.73
O -3.939 1.043 4.052 -0.71
O 0.586 -4.247 3.077 -0.80
F 2.204 3.963 -10.058 -0.25
F 1.586 1.909 -10.570 -0.27
F 3.734 2.391 -10.365 -0.24
N 1.624 0.489 -3.718 -0.56
C 3.220 1.856 -1.923 0.26
C -2.133 -1.590 6.865 0.82
C -0.208 -3.361 2.690 0.43
C -3.670 -0.071 4.490 0.10
C 2.425 1.440 -4.146 0.32
C 0.578 -1.197 -0.616 -0.33
C 1.364 -0.539 0.335 -0.23
C 0.674 -0.842 -1.964 -0.48
C 1.762 0.938 -6.511 -0.42
C 3.170 2.852 -6.107 -0.56
C 2.243 0.475 -0.061 -0.72
C 1.768 1.214 -7.880 -0.68
C 3.173 3.132 -7.479 -1.03
C 1.549 0.165 -2.369 0.01
C 2.461 1.748 -5.595 0.78
C 2.334 0.826 -1.418 0.62
C 2.470 2.321 -8.387 0.32
N 3.222 2.143 -3.257 -0.04
N -4.623 -0.894 4.939 -0.02
N -1.680 -0.757 5.928 -0.11
C -1.359 -1.593 8.161 -1.32
C 2.493 2.646 -9.872 0.86
C -6.057 -0.615 4.924 -0.99
C -0.461 -2.181 3.639 -0.27
C -1.933 -1.738 3.646 -0.68
C -2.201 -0.530 4.564 0.03
H -0.100 -1.989 -0.307 0.51
H 1.287 -0.836 1.376 0.35
H 0.069 -1.355 -2.703 0.44
H 1.201 0.076 -6.155 0.46
H 3.717 3.520 -5.450 0.25
H 2.856 0.981 0.681 0.44
H 1.213 0.554 -8.542 0.41
H 3.727 3.994 -7.843 0.36
H 3.915 2.796 -3.585 0.15
H -4.303 -1.757 5.370 0.26
H -0.851 -0.241 6.168 0.28
H -0.348 -1.945 7.968 0.33
H -1.335 -0.585 8.568 0.34
H -1.853 -2.263 8.864 0.34
H -6.480 -0.934 3.970 0.29
H -6.545 -1.155 5.736 0.34
H -6.228 0.456 5.049 0.33
H 0.158 -1.333 3.338 0.24
H -0.164 -2.467 4.651 0.14
H -2.232 -1.462 2.634 0.35
H -2.549 -2.579 3.969 0.27
H -1.630 0.295 4.139 0.44
```

Values from the calculation:
total charge	-1
orbital gap	0.2097	hartree
HOMO	-4.5190	eV
electronic energy	-1784.6671	a.u.